(1)
52
Properties=species:S:1:pos:R:3:forces:R:3 method="wB97M-V/def2-TZVPD" homo_lumo_gap_ev=5.7233 e_above_lowest_ev=1.376 total_charge=+1
Ba -1.24859 -0.77474 -0.50477 0.5416 1.3240 -0.5937
N 6.73564 6.36984 -0.68296 -0.0420 -0.0492 -0.0027
C 5.91174 5.56972 -0.64670 0.2056 0.1819 -0.0153
C 4.87908 4.57835 -0.59672 -0.2407 -0.2135 0.0294
C 4.55339 3.97370 0.61680 0.0653 0.0460 0.0030
C 3.54123 3.03307 0.66652 -0.0741 -0.0325 -0.0620
C 2.84702 2.68638 -0.48887 0.0780 0.0796 0.0688
C 3.18110 3.28246 -1.69920 -0.0433 -0.1010 0.0267
C 4.19240 4.22524 -1.75652 0.0652 0.0581 -0.0176
C 1.73338 1.69167 -0.40614 -0.0776 -0.1655 -0.0151
C 2.11467 0.35542 -0.54735 0.2838 0.0777 -0.0567
C 3.47062 -0.08774 -0.62149 -0.0905 0.0362 0.0103
C 3.44315 -1.45811 -0.67936 0.1220 -0.0393 -0.0174
C 2.07850 -1.81448 -0.66271 0.0557 0.1456 -0.0132
N 1.27457 -0.75547 -0.58995 0.8150 0.0923 0.0837
C 0.46608 2.25322 -0.15818 -0.0363 0.3318 0.0471
C 0.21488 3.65173 -0.09037 0.0399 -0.0704 -0.0237
C -1.11800 3.81017 0.21760 -0.1254 0.1204 -0.0040
C -1.63843 2.51094 0.33910 0.1676 -0.0702 0.0036
N -0.71445 1.57131 0.11399 0.4027 0.8327 0.3217
H 5.09312 4.24687 1.51333 -0.0021 0.0060 -0.0075
H 3.27904 2.55889 1.60377 0.0164 0.0355 0.0179
H 2.64381 3.00477 -2.59713 0.0105 0.0216 -0.0086
H 4.45498 4.69190 -2.69619 -0.0077 0.0045 0.0062
H 4.33981 0.54957 -0.60973 0.0096 -0.0242 -0.0058
H 4.28480 -2.13018 -0.72439 -0.0301 -0.0083 -0.0154
H 1.68124 -2.82074 -0.70277 -0.0195 0.0027 0.0053
H 0.94038 4.43177 -0.25544 -0.0181 0.0006 0.0116
H -1.65909 4.73346 0.35028 0.0275 -0.0101 0.0172
H -2.64667 2.23616 0.62830 -0.0065 -0.0091 -0.0038
C -5.88350 -0.90703 -0.42516 0.0532 -0.0387 0.0144
C -4.73418 0.01641 -0.70309 -0.3745 0.1657 -0.0750
N -5.02853 1.29180 -0.94989 0.1942 -0.0123 -0.0249
O -3.55520 -0.38367 -0.72233 -2.0631 0.3531 -0.1622
H -6.81068 -0.37008 -0.24116 -0.0049 -0.0090 0.0001
H -5.65057 -1.53545 0.43210 0.0379 0.0194 0.0044
H -6.02171 -1.56226 -1.28612 0.0316 0.0119 -0.0138
H -5.97338 1.63237 -0.95390 -0.0558 -0.0481 0.0294
H -4.28728 1.94133 -1.16638 0.0286 -0.0079 -0.0050
Se -0.95628 -3.98211 -1.67083 0.1131 -0.3925 -0.7151
N -1.21694 -3.17746 -0.12553 -0.0611 -1.9281 1.3400
C -1.42315 -4.11212 0.79927 0.1011 -0.2470 -0.5901
C -1.66459 -3.87390 2.17485 -0.0586 -0.0735 0.3520
C -1.86419 -4.94753 2.98623 0.0386 0.3968 -0.0897
C -1.83180 -6.28458 2.48788 0.0323 -0.3056 -0.2445
C -1.59917 -6.55781 1.17796 -0.0618 -0.2208 0.2918
C -1.38848 -5.46830 0.29086 0.0443 0.3905 -0.2229
N -1.15746 -5.57688 -1.01015 -0.0731 -0.6410 0.2596
H -1.67291 -2.86091 2.55573 -0.0163 -0.0227 0.0508
H -2.04776 -4.79157 4.04087 0.0067 -0.0035 0.0015
H -1.99362 -7.09768 3.18250 -0.0005 0.0012 -0.0053
H -1.56797 -7.56773 0.79353 -0.0043 0.0087 0.0141

(2)
51
Properties=species:S:1:pos:R:3:forces:R:3 method="wB97M-V/def2-TZVPD" homo_lumo_gap_ev="8.7676 / 8.5018" spin_multiplicity=5 total_charge=+1
Ru -0.08481 0.32791 0.41960 0.2040 -0.0519 0.1573
O -1.54913 3.76041 -0.84659 -0.2016 0.1529 -0.1183
P -2.36275 2.44394 -1.32230 0.0308 0.1681 -0.0906
O -3.27957 2.72030 -2.41690 -0.0292 -0.0064 0.0592
O -1.39850 1.29129 -1.29186 0.0883 0.0769 0.4129
O -3.29788 2.26381 0.11319 0.0215 -0.3385 -0.1532
P -2.99320 1.09725 1.06344 -0.1650 0.0599 0.0686
O -4.11839 1.15030 2.13822 0.0353 -0.0024 0.2409
O -3.22536 -0.24325 0.21579 0.1213 -0.0218 0.4375
O -1.60956 1.09588 1.66653 -0.0975 -0.0664 -0.3263
H -2.09992 4.54118 -1.04035 0.2804 -0.2456 0.0565
H -4.04271 0.45211 2.81506 -0.0098 0.1665 -0.2516
N -0.81948 -2.26516 3.74141 0.7392 -0.4921 0.1353
C 0.15601 -3.07054 2.98678 -0.2567 0.3198 -0.3364
C -0.31271 -4.35388 2.41338 0.0807 0.0010 0.2884
P -2.48846 -1.57447 0.78591 -0.1726 -0.3831 -0.2932
O -3.24798 -2.75036 0.07370 -0.0742 0.1645 -0.2742
O -2.73507 -1.63829 2.25808 -0.3728 -0.0353 -0.3983
O -1.03576 -1.52943 0.33103 -0.2309 0.3600 -0.0180
P 1.54442 -2.07491 2.43027 0.3782 0.1689 0.4843
O 2.44107 -2.03943 3.77731 0.4295 -0.2083 -0.1598
O 1.01018 -0.65442 2.33705 -0.2354 -0.0761 -0.3766
O 2.27914 -2.74070 1.32290 -0.1482 0.2047 -0.2678
H -1.66065 -2.06197 3.09955 -0.3202 0.1719 0.0471
H -0.40531 -1.35585 3.95780 0.0347 0.0223 0.0707
H -1.14790 -2.71658 4.59197 0.0304 -0.0856 0.1011
H -1.23154 -4.22683 1.83314 -0.0592 0.0386 -0.0605
H -0.53502 -5.09438 3.19229 0.0257 0.0324 -0.0460
H 0.45661 -4.75652 1.75670 -0.0287 0.0137 0.0347
H -3.36560 -2.66737 -0.88837 0.1300 -0.0471 0.3015
H 3.15410 -2.70121 3.74903 -0.3348 0.2550 0.0317
C 3.82557 3.70554 -1.13417 -0.0711 -0.0197 0.0604
N 2.47796 3.53534 -0.58203 0.1284 0.1917 -0.0990
C 1.67762 4.73373 -0.32568 0.1070 0.0287 0.1611
C 2.02721 2.33476 -0.22024 -0.1196 -0.0040 0.1937
N 0.86020 2.10077 0.32659 0.2040 -0.1046 -0.0648
N 2.92661 1.29490 -0.39221 -0.2172 -0.2346 0.0216
C 2.63858 -0.04343 -0.49090 -0.1192 0.0999 -0.1634
N 3.68116 -0.87398 -0.52743 -0.1264 -0.2194 0.0625
N 1.40755 -0.46381 -0.62352 0.1881 0.1038 0.2075
H 3.93703 4.73104 -1.46466 -0.0360 0.0454 -0.0082
H 3.98064 3.05906 -1.99753 -0.0246 -0.0057 -0.0043
H 4.60218 3.52198 -0.38499 -0.0246 0.0143 0.0082
H 2.02525 5.52668 -0.97913 0.0240 -0.0004 -0.0303
H 1.77982 5.06528 0.71085 -0.0060 -0.0497 -0.0245
H 0.63342 4.55445 -0.55218 -0.1195 -0.0383 -0.0715
H 0.24798 2.90047 0.40420 -0.0229 0.1646 -0.0505
H 3.89789 1.53763 -0.41501 0.1755 0.0775 -0.0118
H 4.60348 -0.54353 -0.30140 0.0373 -0.0145 -0.0011
H 3.45665 -1.82097 -0.23153 0.1124 -0.0979 0.1032
H 1.34187 -1.46969 -0.70153 0.0171 -0.2537 -0.0460

(3)
12
Properties=species:S:1:pos:R:3:forces:R:3 method="wB97M-V/def2-TZVPD" smiles="N#C[C@@H]1C[C@@H]1C=O" homo_lumo_gap_ev=11.0037 e_above_lowest_ev=1.382
N -0.34876 -1.08950 -2.51674 0.0356 -0.0615 1.1109
C -0.29383 -1.08403 -1.36069 -0.0640 0.0072 -0.9809
C -0.22198 -0.99962 0.08220 -0.0084 -0.1526 -0.0701
C -1.04573 0.05414 0.76492 -0.1696 0.0759 0.0452
C 0.43802 0.23779 0.67854 0.1716 0.0541 0.0829
C 1.04512 1.19959 -0.29354 0.3139 0.0319 0.0240
O 2.22277 1.45650 -0.29927 -0.5034 0.0039 0.0638
H -0.04395 -1.94284 0.58926 -0.0496 0.1621 -0.0983
H -1.68007 0.66487 0.12731 0.1623 -0.0623 0.0897
H -1.47186 -0.19479 1.73135 0.1003 0.0416 -0.1607
H 1.03854 0.07095 1.56743 -0.0674 -0.0253 -0.1530
H 0.35041 1.64929 -1.03350 0.0786 -0.0752 0.0466

(4)
71
Properties=species:S:1:pos:R:3:forces:R:3 method="wB97M-V/def2-TZVPD" smiles=c1ccncc1.c1ccncc1.c1ccncc1.c1ccncc1.c1ccncc1.ClCCCl.ClCCCl homo_lumo_gap_ev=10.0340 e_above_lowest_ev=0.775
C -0.48000 2.76922 -3.12997 -0.4042 0.3471 0.1845
C 0.17977 4.00957 -2.98911 0.0758 -2.4401 -0.3404
C -0.56537 5.05992 -2.60935 -2.1616 1.0663 0.6233
N -1.89433 4.99479 -2.35219 -0.8860 -0.7888 -0.4985
C -2.57972 3.82313 -2.54405 2.9831 0.8354 -0.2910
C -1.86889 2.66363 -2.92310 0.3119 1.0455 0.0776
H 0.10229 1.90408 -3.41080 -0.0315 -0.1712 -0.0892
H 1.24442 4.11325 -3.13803 0.0492 -0.1149 -0.1626
H -0.11264 6.03777 -2.53696 -0.0868 0.2015 0.2682
H -3.65657 3.82131 -2.46162 -0.0416 0.1781 0.2837
H -2.42566 1.74930 -3.06598 0.2189 -0.2359 -0.0611
C -0.22857 -1.34975 1.35921 0.7501 -0.8059 -1.0068
C -0.60616 -0.16359 0.73453 0.2576 -0.0431 0.5484
C 0.14943 0.32400 -0.31408 2.0250 -0.8133 0.0262
N 1.32326 -0.28660 -0.74422 -2.7434 0.5887 0.5339
C 1.57486 -1.48064 -0.19344 0.5463 0.5910 -0.7856
C 0.86633 -2.06794 0.83573 -1.3121 0.7455 0.6634
H -0.79082 -1.81997 2.15242 -0.1077 0.3359 0.1497
H -1.41143 0.44358 1.12089 -0.2361 -0.0309 -0.1232
H -0.14660 1.25576 -0.77297 0.2343 0.1219 -0.1749
H 2.41474 -1.93950 -0.69387 0.2557 -0.5228 0.3992
H 1.09065 -3.02921 1.27396 0.3426 0.0055 -0.2452
C 4.06718 -5.93623 0.83893 -1.4847 -1.0201 0.6145
C 4.52092 -4.72740 0.40001 1.0325 0.7405 -0.7420
C 4.24535 -3.59267 1.13096 -1.1722 -0.5020 1.0486
N 3.54152 -3.67604 2.26012 -0.0780 0.6188 0.6405
C 3.04951 -4.84061 2.68495 -0.0734 -0.2348 -0.7650
C 3.21110 -6.00467 1.95350 1.0810 0.2099 -0.7976
H 4.20714 -6.87459 0.32290 0.3502 0.1447 -0.3861
H 5.10919 -4.58959 -0.49518 0.0835 -0.3739 -0.1626
H 4.48576 -2.58745 0.81769 0.3303 0.0029 -0.1046
H 2.45197 -4.86112 3.58436 -0.0123 0.3131 0.1937
H 2.73926 -6.95553 2.15257 -0.0264 0.0847 0.4871
C -3.02016 4.83696 3.52394 0.2421 0.6935 0.1772
C -3.60651 4.50349 2.32847 -0.4305 0.3214 -0.0487
C -2.93815 3.68926 1.43452 1.5095 -0.4444 1.1317
N -1.71384 3.17855 1.74082 -0.0867 0.4676 0.7183
C -1.12441 3.55174 2.92784 -1.6485 -0.6204 -1.2501
C -1.74032 4.40548 3.81700 -0.2643 -0.3004 0.2860
H -3.55577 5.49506 4.19210 0.0024 -0.0274 0.2080
H -4.58534 4.91873 2.13912 -0.1289 -0.2116 -0.3395
H -3.42104 3.38687 0.51703 0.3030 -0.0912 -0.2315
H -0.24561 3.03497 3.28430 0.4488 -0.0284 -0.6818
H -1.28159 4.60909 4.77330 0.0841 0.1491 0.0123
C -1.07880 -2.27914 -4.35353 0.0660 1.0029 2.0266
C -1.80519 -3.46171 -4.40843 0.1917 0.7080 -1.1030
C -2.35082 -3.98102 -3.26265 0.4999 0.5143 1.5747
N -2.20111 -3.40444 -2.04585 -0.4838 1.4901 -0.5136
C -1.65580 -2.14878 -1.97117 0.6038 -2.0070 -2.1535
C -0.98154 -1.60274 -3.11304 -1.1669 -1.0003 0.5811
H -0.61856 -1.75831 -5.18016 -0.0335 -0.4584 -0.4095
H -1.98123 -3.89323 -5.38269 -0.0383 -0.3552 0.0453
H -2.93539 -4.88914 -3.26025 0.0965 -0.2006 -0.0938
H -1.73766 -1.68134 -1.00102 0.3280 0.1419 -0.0854
H -0.43315 -0.67546 -3.03662 -0.0485 0.1276 0.0267
Cl 2.34070 0.95600 -5.39903 -0.7140 0.2037 -0.7205
C 3.17934 -0.00369 -4.18083 0.0630 0.2950 -0.1842
C 3.50756 0.91594 -3.01666 0.6357 -0.4853 0.2551
Cl 4.63592 2.20471 -3.52212 0.2436 0.1582 -0.1718
H 4.06276 -0.38001 -4.69664 0.1900 0.1213 0.3915
H 2.55167 -0.86723 -3.96078 -0.0531 0.2606 0.4991
H 4.06879 0.34396 -2.27776 -0.3217 0.0569 0.2022
H 2.67997 1.45511 -2.55571 -0.1401 -0.6130 -0.1652
Cl -0.68740 -0.97977 4.89807 -0.3637 0.1494 -0.0046
C -1.97800 0.28010 5.07880 0.7880 -0.3044 -0.3844
C -2.22565 0.57198 6.51537 -0.3757 -0.1393 1.0116
Cl -1.13312 1.77995 7.21294 0.2255 0.4475 -0.0678
H -2.90685 -0.07172 4.62985 0.2881 -0.1130 -0.2187
H -1.56466 1.14330 4.55714 -0.4291 0.0010 -0.0374
H -2.07357 -0.28474 7.17189 -0.2591 -0.1914 -0.3882
H -3.25337 0.91501 6.63463 0.1069 0.2023 0.0997

(5)
15
Properties=species:S:1:pos:R:3:forces:R:3 method="wB97M-V/def2-TZVPD" smiles=Br[Si@@H]1C[SiH2]C[Si@H]1Br homo_lumo_gap_ev=9.9737 e_above_lowest_ev=0.000
Br -2.59799 2.04217 0.19648 0.2729 -0.0321 -0.1206
Si -0.67272 1.41950 -0.80237 0.3754 -0.1900 -0.8408
C -0.90465 -0.47206 -1.31407 2.2778 1.4628 -0.9397
Si -0.09400 -1.65312 -0.05347 -1.4377 1.8776 1.6265
C 0.78447 -0.63283 1.29444 -2.4204 1.3503 0.4494
Si 1.06261 1.24072 0.82369 -0.4155 -2.6160 -1.4341
Br 3.02574 1.57416 -0.19217 -0.0539 -0.0246 -0.0485
H -0.33540 2.46991 -1.94061 -0.4420 -1.1654 1.0582
H -0.61721 -0.65974 -2.40703 0.4852 0.2801 1.5478
H -1.91379 -0.61919 -1.44011 -2.7677 -0.2592 0.3536
H -1.02769 -2.53132 0.71272 -0.0843 0.1324 -0.3950
H 0.68907 -2.41120 -0.85432 2.0177 -1.8685 -1.4641
H -0.11417 -0.51658 2.08724 1.8775 -0.1688 -1.4494
H 1.59221 -1.10632 1.82601 0.3624 -0.1781 0.1080
H 1.12352 1.85590 2.06356 -0.0474 1.3994 1.5486

(6)
6
Properties=species:S:1:pos:R:3:forces:R:3 method="wB97M-V/def2-TZVPD" smiles="C=O.Cl" homo_lumo_gap_ev=10.9436 e_above_lowest_ev=0.589
C 0.92010 0.67865 -0.38427 -0.0970 -1.6613 0.7006
O 0.14586 -0.11023 0.12905 0.8666 1.4150 -0.8026
H 1.99998 0.50894 -0.21693 -0.0634 0.3419 -0.0768
H 0.63711 1.50092 -1.05299 -0.3416 0.0452 0.1089
Cl -2.45233 -1.49823 0.85729 -0.2327 -0.1818 0.1005
H -1.25072 -1.08005 0.66785 -0.1319 0.0411 -0.0306

Number 1: maximum force 2.35 eV Å⁻¹. Number 2: maximum force 0.90 eV Å⁻¹. Number 3: maximum force 1.11 eV Å⁻¹. Number 4: maximum force 3.11 eV Å⁻¹. Number 5: maximum force 3.12 eV Å⁻¹. Number 6: maximum force 1.84 eV Å⁻¹.